# 1
C44H38N6OPtS2Te | ωB97M-V with the def2-TZVPD basis set

Element x y z (Å)
Pt 1.083 0.255 1.401
C 2.376 -3.014 0.393
C 1.544 -3.161 1.628
C 1.330 -4.424 2.179
C 0.604 -4.540 3.342
C 0.119 -3.392 3.953
C 0.368 -2.167 3.361
N 1.049 -2.066 2.210
C -0.089 -0.895 3.991
C -0.650 -0.866 5.259
C -0.999 0.351 5.814
C -0.756 1.512 5.109
C -0.178 1.432 3.851
N 0.108 0.240 3.310
C 0.116 2.654 3.053
C 0.035 3.917 3.608
C 0.220 5.018 2.785
C 0.439 4.823 1.441
C 0.534 3.525 0.940
C 0.741 3.298 -0.526
N 0.422 2.477 1.759
H 2.025 -3.680 -0.395
H 3.412 -3.279 0.615
H 2.361 -1.989 0.036
H 1.743 -5.294 1.687
H 0.421 -5.510 3.785
H -0.445 -3.473 4.869
H -0.802 -1.774 5.820
H -1.446 0.393 6.798
H -1.031 2.467 5.528
H -0.156 4.058 4.661
H 0.169 6.018 3.196
H 0.541 5.660 0.763
H 0.069 3.947 -1.091
H 0.548 2.264 -0.797
H 1.763 3.545 -0.817
S 3.063 0.511 2.605
C 3.898 0.633 1.093
S 2.728 0.648 -0.186
C 5.240 0.686 0.908
C 6.129 0.672 2.029
N 6.839 0.672 2.933
C 5.748 0.711 -0.430
N 6.109 0.682 -1.522
C 2.490 1.825 -6.642
C 1.764 1.131 -5.526
C 2.404 0.209 -4.721
C 1.758 -0.479 -3.699
C 2.598 -1.550 -3.029
C 0.403 -0.138 -3.425
Te -0.193 -1.286 -1.741
N -0.373 -0.066 -0.107
C -1.576 0.483 -0.307
O -2.126 0.313 -1.409
C -2.290 1.247 0.750
C -2.560 0.655 1.976
C -3.289 1.348 2.932
C -3.719 2.642 2.674
C -3.464 3.226 1.437
C -2.773 2.520 0.466
C -1.901 -2.504 -1.454
C -1.966 -2.883 -0.117
C -2.971 -3.748 0.291
C -3.880 -4.228 -0.637
C -3.792 -3.845 -1.968
C -2.802 -2.971 -2.407
C -2.734 -2.531 -3.836
C -0.305 0.727 -4.297
C -1.771 1.060 -4.252
C 0.412 1.353 -5.309
H 3.565 1.841 -6.465
H 2.142 2.851 -6.761
H 2.314 1.306 -7.587
H 3.452 -0.005 -4.895
H 3.545 -1.623 -3.558
H 2.123 -2.531 -3.065
H 2.827 -1.321 -1.989
H -2.240 -0.364 2.158
H -3.526 0.875 3.878
H -4.276 3.188 3.424
H -3.827 4.223 1.223
H -2.602 2.949 -0.514
H -1.247 -2.506 0.605
H -3.036 -4.048 1.329
H -4.662 -4.909 -0.326
H -4.510 -4.226 -2.683
H -3.489 -3.026 -4.444
H -1.759 -2.749 -4.281
H -2.907 -1.461 -3.887
H -2.141 1.232 -3.249
H -2.354 0.255 -4.693
H -1.957 1.947 -4.855
H -0.116 2.044 -5.955

## Properties
- spin multiplicity = 2
- relative energy (zero: lowest compared OMol25 entry of this formula, charge and spin) (kJ/mol) = 16.1
- E_tot (eV) = -89437.74594
- highest occupied orbital energy (alpha / beta) (eV) = -10.250 / -10.199
- net charge = +1
- gap between HOMO and LUMO (alpha / beta) (eV) = 6.901 / 6.836

# 2
C44H39CaOP2STe | ωB97M-V with the def2-TZVPD basis set

Element x y z (Å)
Ca -0.944 -1.237 -1.306
O -2.731 -2.322 1.834
S -1.856 -1.164 1.527
C -2.741 0.324 1.956
C -3.803 0.207 2.840
C -4.443 1.356 3.273
C -4.000 2.598 2.837
C -2.963 2.689 1.922
C -2.331 1.546 1.429
P -1.108 1.601 0.052
C 0.236 2.607 0.730
C 0.641 2.418 2.050
C 1.776 3.051 2.529
C 2.516 3.878 1.696
C 2.117 4.072 0.381
C 0.985 3.436 -0.106
C -1.909 2.641 -1.209
C -2.162 4.006 -1.047
C -2.806 4.726 -2.037
C -3.200 4.097 -3.213
C -2.923 2.754 -3.403
C -2.273 2.036 -2.409
C -0.511 -1.042 2.715
C -0.818 -0.747 4.040
C 0.194 -0.624 4.975
C 1.517 -0.777 4.578
C 1.815 -1.083 3.261
C 0.808 -1.242 2.305
P 1.255 -1.714 0.590
C 1.547 -3.501 0.670
C 1.652 -4.148 -0.564
C 1.888 -5.512 -0.621
C 2.004 -6.243 0.553
C 1.892 -5.609 1.781
C 1.670 -4.240 1.843
C 2.894 -0.986 0.345
C 2.970 0.346 -0.053
C 4.204 0.945 -0.242
C 5.368 0.214 -0.050
C 5.299 -1.119 0.328
C 4.065 -1.721 0.526
H -4.109 -0.777 3.173
H -5.276 1.286 3.960
H -4.478 3.499 3.195
H -2.649 3.663 1.576
H 0.072 1.772 2.711
H 2.083 2.900 3.556
H 3.401 4.374 2.072
H 2.687 4.720 -0.271
H 0.685 3.590 -1.135
H -1.823 4.520 -0.158
H -2.993 5.783 -1.901
H -3.702 4.662 -3.986
H -3.186 2.269 -4.334
H -1.997 1.006 -2.620
H -1.847 -0.604 4.338
H -0.046 -0.397 6.005
H 2.317 -0.662 5.297
H 2.849 -1.197 2.958
H 1.587 -3.576 -1.487
H 1.981 -6.002 -1.581
H 2.179 -7.310 0.511
H 1.980 -6.180 2.695
H 1.582 -3.755 2.806
H 2.067 0.914 -0.237
H 4.252 1.978 -0.558
H 6.332 0.680 -0.208
H 6.205 -1.694 0.464
H 4.015 -2.764 0.813
C -4.034 -2.966 -3.568
Te -3.600 -2.994 -1.482
C -4.763 -1.268 -1.001
H -3.753 -2.013 -4.006
H -5.095 -3.153 -3.706
H -3.461 -3.766 -4.030
H -5.815 -1.518 -1.095
H -4.516 -0.437 -1.659
H -4.546 -1.013 0.034
C 2.648 0.315 -4.763
C 2.176 -0.989 -4.772
C 1.150 -1.358 -3.907
C 0.549 -0.474 -2.996
C 1.060 0.832 -3.035
C 2.081 1.231 -3.888
H 3.444 0.615 -5.432
H 2.606 -1.714 -5.452
H 0.819 -2.397 -3.962
H 0.656 1.596 -2.370
H 2.436 2.256 -3.875

## Properties
- relative energy (zero: lowest compared OMol25 entry of this formula, charge and spin) (kJ/mol) = 0.0
- E_tot (eV) = -103447.85876
- highest occupied orbital energy (eV) = -10.138
- net charge = +1
- gap between HOMO and LUMO (eV) = 7.616

# 3
C44H39GeMoN2S4 | ωB97M-V with the def2-TZVPD basis set

Element x y z (Å)
Mo -0.641 -0.295 -0.186
S 1.370 -1.433 0.941
C 1.893 -0.310 2.183
C 2.991 -0.652 2.993
C 3.494 0.225 3.929
C 2.930 1.499 4.089
C 1.858 1.862 3.298
C 1.332 0.955 2.372
S -0.040 1.514 1.385
C -1.434 1.255 2.517
C -1.901 -0.168 2.675
C -2.694 -0.531 3.754
C -3.106 -1.830 3.861
C -2.708 -2.747 2.913
C -1.906 -2.321 1.866
C -1.427 -3.336 0.885
S -0.827 -2.731 -0.706
C -2.210 -2.787 -1.815
C -3.101 -3.846 -1.879
C -4.110 -3.825 -2.831
C -4.190 -2.751 -3.719
C -3.272 -1.711 -3.667
C -2.250 -1.706 -2.715
S -1.010 -0.440 -2.698
N -1.533 -1.052 1.754
H 3.456 -1.624 2.842
H 4.354 -0.069 4.528
H 3.341 2.206 4.803
H 1.430 2.860 3.376
H -2.253 1.867 2.137
H -1.128 1.647 3.480
H -2.973 0.220 4.485
H -3.741 -2.139 4.687
H -3.010 -3.789 2.962
H -2.189 -4.094 0.732
H -0.553 -3.822 1.323
H -3.018 -4.699 -1.202
H -4.822 -4.643 -2.883
H -4.982 -2.725 -4.462
H -3.342 -0.878 -4.365
C -4.664 -1.065 0.016
C -4.704 0.406 -0.301
C -5.925 1.088 -0.416
C -5.981 2.437 -0.711
C -4.809 3.143 -0.924
C -3.564 2.512 -0.839
C -2.295 3.264 -1.122
C -3.524 1.131 -0.506
N -2.298 0.530 -0.372
H -5.041 -1.664 -0.825
H -5.282 -1.287 0.895
H -3.656 -1.404 0.217
H -6.847 0.527 -0.260
H -6.940 2.945 -0.787
H -4.844 4.201 -1.183
H -2.512 4.179 -1.684
H -1.608 2.652 -1.698
H -1.760 3.560 -0.213
C 0.933 2.466 -2.437
Ge 1.446 0.875 -1.385
C 2.507 -0.176 -2.636
C 2.338 -1.538 -2.892
C 3.204 -2.221 -3.742
C 4.252 -1.549 -4.351
C 4.442 -0.198 -4.103
C 3.581 0.478 -3.248
C 2.758 1.579 -0.070
C 2.627 2.899 0.314
C 3.503 3.500 1.259
C 4.502 2.766 1.827
C 4.681 1.404 1.467
C 5.700 0.613 2.066
C 5.862 -0.696 1.717
C 5.014 -1.280 0.742
C 4.025 -0.543 0.157
C 3.824 0.823 0.512
H 1.840 2.926 -2.855
H 0.403 3.224 -1.849
H 0.278 2.153 -3.262
H 1.545 -2.058 -2.441
H 3.056 -3.281 -3.930
H 4.927 -2.080 -5.016
H 5.267 0.331 -4.571
H 3.762 1.537 -3.045
H 1.839 3.516 -0.101
H 3.366 4.543 1.531
H 5.172 3.205 2.563
H 6.348 1.074 2.804
H 6.643 -1.289 2.178
H 5.152 -2.317 0.455
H 3.375 -0.998 -0.589

## Properties
- spin multiplicity = 2
- E_tot (eV) = -150955.52160
- highest occupied orbital energy (alpha / beta) (eV) = -6.154 / -6.735
- gap between HOMO and LUMO (alpha / beta) (eV) = 5.998 / 6.543